C3H4LuO3 | wB97M-V/def2-TZVPD

XYZ file:
```
11
C3H4LuO3 (wB97M-V/def2-TZVPD)
C 0.65993 1.03382 1.65303
C 0.82992 -0.42410 1.27054
H 1.49128 1.69920 1.34206
H 1.64326 -0.97380 1.76953
H 0.56528 1.08846 2.75434
O -0.73217 0.14123 -1.07021
C 0.44138 -0.23046 -1.19097
O 1.21479 -0.60400 -0.24764
O 1.01695 -0.32857 -2.38694
Lu -1.47736 0.14859 1.07593
H 0.36374 -0.13983 -3.07204
```

The value obtained for the gap between HOMO and LUMO (alpha / beta) is 0.2222 / 0.2414 Eh. The HOMO energy (alpha / beta) comes out at -5.895 / -7.274 eV. As for the spin multiplicity: 2. As for the expectation value of S²: 0.75.



C8H26CoN4O5 | wB97M-V/def2-TZVPD

XYZ file:
```
44
C8H26CoN4O5 (wB97M-V/def2-TZVPD)
O -0.02780 3.57636 0.65362
H -0.37034 4.40136 1.02207
Co 0.09672 0.69075 -0.40103
N -0.95219 -0.00792 -1.73754
N 1.22168 -0.66356 -1.07549
O -2.16972 0.50330 -2.10392
O 2.33147 -1.19658 -0.40421
C -0.44481 -0.91915 -2.59593
C 0.83775 -1.35085 -2.17106
C -1.14523 -1.35116 -3.82391
C 1.62558 -2.47237 -2.73182
H -2.00594 -0.70842 -4.04554
H -1.50308 -2.38636 -3.71654
H -0.46229 -1.33499 -4.68792
H 2.18666 -3.02742 -1.96571
H 2.33815 -2.13341 -3.49809
H 0.94591 -3.18705 -3.20559
H -2.02854 1.47521 -1.83414
H 2.89924 -1.52366 -1.13128
O -1.89304 -2.03913 1.09144
H -2.65630 -2.56004 1.40042
H -1.31090 -2.69496 0.66929
C 1.54753 2.59024 -0.26275
H 1.88848 3.14779 0.59898
H 1.06967 3.17014 -1.02664
H 2.38650 2.02803 -0.70479
O -1.24248 2.64552 -1.19615
H -0.67850 3.22092 -0.22070
H -1.27576 3.35639 -1.86544
N 1.06077 0.16752 1.57124
C 0.25789 -0.07623 2.78430
C -0.62959 1.11526 3.12287
C -1.42825 1.70892 1.98632
N -1.61270 0.80750 0.83990
H 1.67132 0.97969 1.68257
H 1.67531 -0.62103 1.35634
H -0.36361 -0.96410 2.60503
H 0.91487 -0.29283 3.64391
H -1.31482 0.82448 3.92733
H 0.01136 1.90963 3.52805
H -2.40075 2.08364 2.33106
H -0.84791 2.55986 1.61330
H -2.35731 1.13713 0.22323
H -1.80172 -0.19244 1.05823
```

The value obtained for the gap between HOMO and LUMO (alpha / beta) is 0.2510 / 0.2464 Eh. The HOMO energy (alpha / beta) comes out at -11.323 / -11.462 eV. As for the spin multiplicity: 5. As for the expectation value of S²: 6.02. The charge is +1.



C4H9N | wB97M-V/def2-TZVPD

XYZ file:
```
14
C4H9N (wB97M-V/def2-TZVPD)
C 2.46968 -0.20946 -0.25213
C 1.21953 0.08182 -0.60390
N 0.13463 0.22801 0.25524
C -1.19011 -0.03556 -0.31803
C -2.23922 0.00238 0.76490
H 3.21386 -0.36068 -1.01337
H 2.66435 -0.34150 0.80437
H 0.97074 0.35271 -1.62466
H 0.23996 -0.28815 1.11914
H -1.17576 -1.02290 -0.79302
H -1.34194 0.74074 -1.06676
H -2.18150 0.93605 1.31495
H -2.19042 -0.80882 1.49341
H -3.22576 -0.10634 0.32273
```

The value obtained for the gap between HOMO and LUMO is 0.3402 Eh. The HOMO energy comes out at -8.083 eV. Its SMILES is C=CNCC.



C26H32IrN6O3S2 | wB97M-V/def2-TZVPD

XYZ file:
```
70
C26H32IrN6O3S2 (wB97M-V/def2-TZVPD)
Ir -0.13287 -0.16644 0.43264
C -0.99046 1.77284 2.63489
N -1.36281 1.33585 1.26721
C -2.75159 0.80485 1.32566
C -1.32102 2.52335 0.36145
C -1.23078 2.05715 -1.06742
N -0.00585 1.22115 -1.24181
C 1.17175 2.11673 -1.38388
C -0.13367 0.49827 -2.54523
H -1.68242 2.54562 2.97474
H 0.01920 2.17675 2.63190
H -1.04768 0.92494 3.31522
H -3.43982 1.59599 1.62968
H -2.79785 -0.00112 2.05347
H -3.05604 0.42713 0.34975
H -0.44504 3.11242 0.63175
H -2.20325 3.14399 0.52989
H -1.20554 2.89914 -1.76227
H -2.09531 1.44625 -1.33445
H 0.99731 2.79772 -2.21857
H 2.05132 1.51085 -1.58261
H 1.31104 2.71334 -0.48464
H -0.20098 1.23849 -3.34598
H -1.03497 -0.10876 -2.54637
H 0.72951 -0.13411 -2.71488
S 2.83985 -2.92556 6.67632
N 3.34854 -1.74577 5.71058
C 2.45265 -1.62914 4.74327
C 2.52754 -0.68481 3.64606
C 3.58474 0.20320 3.42670
C 3.54400 1.00998 2.31385
C 2.46055 0.94004 1.44366
N 1.43222 0.12662 1.66416
C 1.47118 -0.69981 2.74193
C 0.37371 -1.63363 2.86629
N -0.55843 -1.55450 1.89161
C -1.55956 -2.42832 1.88076
C -1.68897 -3.40112 2.86887
C -0.76235 -3.47521 3.88347
C 0.30548 -2.57359 3.89116
C 1.37777 -2.54520 4.86406
N 1.48239 -3.33539 5.92062
H 4.41640 0.23025 4.11868
H 4.34754 1.69514 2.08530
H 2.43025 1.53424 0.54856
H -2.26876 -2.35966 1.06538
H -2.51719 -4.09335 2.81754
H -0.83921 -4.22179 4.66346
C 3.07638 -3.10420 -0.48624
S 2.15124 -1.77790 -1.18639
O 0.85983 -1.78109 -0.33352
O 1.83182 -2.10583 -2.54555
O 2.85208 -0.53714 -0.93675
H 2.69937 -4.04119 -0.88747
H 2.98370 -3.07639 0.59622
H 4.11212 -2.95489 -0.78497
C -2.56914 -1.66129 -1.46891
C -2.58465 -2.27306 -2.72029
C -3.76687 -2.27803 -3.50966
C -3.77635 -2.88317 -4.74256
C -2.61952 -3.49300 -5.23497
C -1.44528 -3.49246 -4.47960
C -1.41954 -2.89788 -3.24088
H -1.65028 -1.67305 -0.88873
H -3.43853 -1.15018 -1.07444
H -4.66265 -1.80455 -3.12708
H -4.68127 -2.88548 -5.33467
H -2.63412 -3.96643 -6.20714
H -0.55100 -3.95791 -4.87150
H -0.50580 -2.88609 -2.66162
```

The value obtained for the gap between HOMO and LUMO (alpha / beta) is 0.1868 / 0.2510 Eh. The HOMO energy (alpha / beta) comes out at -12.211 / -13.909 eV. As for the spin multiplicity: 2. As for the expectation value of S²: 0.78. The charge is +2.



C6H12O | wB97M-V/def2-TZVPD

XYZ file:
```
19
C6H12O (wB97M-V/def2-TZVPD)
C 1.95641 0.41914 -0.85922
C 0.31342 -0.37648 1.00275
O 1.23607 -0.25344 2.02549
C -0.15384 0.77984 0.26754
C 0.42077 0.75500 -1.09905
C -1.47016 0.21522 0.63376
C -2.21255 -0.88324 -0.09683
H 2.38439 0.50457 -1.84010
H 2.34534 -0.55603 -0.48163
H 2.41002 1.15253 -0.17466
H 0.44365 -1.30186 0.43300
H 1.51792 -1.13631 2.30771
H 0.03725 1.68872 0.84371
H -0.09350 -0.02189 -1.68834
H 0.25642 1.71153 -1.62656
H -2.15626 0.91183 1.14495
H -1.55585 -1.44967 -0.76252
H -3.09089 -0.58206 -0.69238
H -2.58861 -1.57740 0.66238
```

The value obtained for the gap between HOMO and LUMO is 0.3055 Eh. The HOMO energy comes out at -7.483 eV.



CH2ClO3P | wB97M-V/def2-TZVPD

XYZ file:
```
8
CH2ClO3P (wB97M-V/def2-TZVPD)
C 0.89181 -1.03601 0.52201
O 3.08455 1.27597 1.09884
O 0.78341 -0.27462 -0.40318
O 4.07613 1.27025 -1.26645
P 3.74764 0.67755 -0.02176
Cl 4.00720 -1.30886 0.01224
H 1.80023 -1.01782 1.16533
H 0.11848 -1.80441 0.91196
```

The value obtained for the gap between HOMO and LUMO is 0.3599 Eh. The HOMO energy comes out at -10.621 eV. Its SMILES is O=P(=O)Cl.C=O.